{
  "formula": "C21H57Br2N14NbO10P",
  "method": "the ωB97M-V functional and the def2-TZVPD basis",
  "species": ["C", "O", "H", "H", "H", "H", "H", "H", "H", "C", "H", "C", "C", "C", "H", "N", "O", "H", "H", "H", "C", "H", "O", "H", "H", "N", "N", "H", "O", "N", "H", "H", "C", "H", "C", "H", "H", "C", "C", "H", "Br", "H", "H", "Br", "H", "O", "H", "H", "H", "H", "H", "C", "H", "C", "C", "H", "H", "O", "C", "N", "N", "H", "H", "N", "C", "O", "H", "C", "H", "H", "N", "C", "H", "C", "O", "H", "H", "N", "H", "C", "H", "H", "Nb", "H", "C", "N", "H", "C", "N", "H", "N", "H", "H", "H", "H", "H", "H", "N", "H", "N", "H", "O", "O", "H", "P", "H"],
  "xyz": [[-1.609259, -3.122989, -3.799747], [4.687163, 1.873633, 2.331309], [-7.928228, 5.555628, -1.439717], [-3.399790, -2.482168, -3.687398], [-7.858391, -3.845447, -2.957824], [5.887171, -0.567868, -1.681123], [-2.256520, 2.404210, 0.648666], [6.602748, -0.552323, -0.067048], [1.778433, -5.557495, 3.305782], [1.229923, 2.533521, 2.052461], [2.259080, 2.759719, 1.749952], [-6.188304, 4.521548, -1.704035], [-1.632887, 1.176793, 2.344394], [1.413857, 2.350600, -4.582169], [2.183804, 2.411994, -3.802551], [5.738447, 1.440178, 4.286811], [5.738260, -2.329483, -0.563984], [1.274671, -1.092190, 0.463730], [1.401175, 1.319675, -4.963423], [0.851203, 0.154787, 4.386145], [-5.801256, -3.677690, -2.574375], [2.347479, -0.633202, 4.702088], [-8.782377, -5.062156, -0.663948], [3.740536, -5.312122, 4.610756], [5.493909, -2.691667, -1.421274], [1.120784, 2.045461, 6.034841], [4.323841, 4.538510, -2.184086], [1.229291, 1.543360, 2.523257], [5.277017, 2.684070, -1.334810], [6.733351, 2.783265, 2.658711], [4.925833, 0.925497, 4.582455], [-6.305013, -5.621322, -3.139179], [3.169011, -0.866964, -0.618435], [-1.564608, 1.439491, 3.412134], [0.400413, -0.872516, -2.562392], [0.905123, 3.272355, 2.800214], [-10.150043, -5.167435, 1.404285], [2.532264, -3.724531, 3.976701], [5.656426, 2.024385, 3.049883], [-7.269160, -2.284292, -2.499037], [-0.908465, 3.825311, -5.284404], [6.679313, 3.189868, 1.743204], [-7.417159, -2.916652, 1.239994], [-2.239109, 2.761618, -2.391322], [-8.190725, 3.948291, -2.025110], [3.106596, 1.033873, 6.442652], [-6.981844, -3.387987, -0.367526], [0.903563, -4.138712, 2.838521], [1.362375, 2.767523, 6.684290], [3.432671, 4.209342, -1.851503], [2.267115, 0.277679, 0.971776], [-0.028543, -2.236622, -1.978890], [1.351648, -0.957642, -3.116220], [2.040399, 1.044200, 5.834520], [4.456137, -0.259423, -0.081493], [4.451523, 0.796711, -0.363543], [-1.696948, 3.330548, 2.051795], [-5.463912, 5.426967, -1.342044], [-1.455631, -2.618903, -2.390620], [-5.746426, 3.296545, -2.110713], [-7.593379, -3.472961, 0.425609], [-6.377822, 2.573003, -2.394383], [-2.593340, 0.668277, 2.182747], [-7.563019, 4.669443, -1.728601], [0.058619, 2.713749, -4.003218], [2.378727, -2.516257, 3.973245], [0.651941, -3.035815, -2.308148], [5.398991, 3.729345, -1.937481], [-1.042940, 0.230812, -0.643668], [7.404581, 3.584296, -2.270459], [1.664060, -4.563458, 3.335445], [5.727301, -0.891809, -0.640345], [-0.351830, -0.558868, -3.307999], [-0.443222, 2.277250, -2.836040], [-0.797913, -3.748477, -4.428312], [0.264944, 2.109894, 5.516926], [6.501130, 1.551993, 4.925267], [-7.091512, -3.247587, -2.712236], [4.377585, 5.401593, -2.688252], [-8.605249, -4.385095, 0.337311], [2.154835, 1.707388, -1.830118], [3.122312, -0.652348, -1.698645], [0.601406, 0.908596, -1.224300], [4.243245, -3.721062, 5.069520], [-1.507011, 2.425569, 1.451949], [1.705928, 0.114539, 4.909697], [-9.270926, -3.958966, 2.277169], [1.922975, -0.278425, 0.088953], [6.610991, 4.175960, -2.422029], [4.456848, -0.338298, 1.015714], [-5.578309, -4.991908, -2.857506], [3.202074, -1.961939, -0.500915], [7.546676, 2.922897, 3.224760], [1.671314, 3.009699, -5.415217], [-1.851393, -3.409567, -1.733310], [-0.842865, 0.446341, 2.123473], [6.720206, 5.030615, -2.931669], [3.585956, -4.323074, 4.611356], [-0.006276, -2.215745, -0.883155], [-9.404105, -4.500248, 1.445194], [-4.762085, 3.090089, -2.142408], [-4.915153, -2.926041, -2.190098], [-2.815893, -2.876897, -4.356618], [-4.637530, -5.327216, -2.767492], [0.114607, 2.621664, 0.599442], [-2.113439, -1.748304, -2.242541]],
  "forces_ev_per_a": [[0.0, -0.2, -0.2], [0.0, 0.1, 0.1], [0.0, 0.0, 0.0], [0.0, -0.1, 0.0], [0.0, -0.1, 0.2], [-0.1, -0.1, 0.2], [0.2, 0.0, 0.3], [-0.2, 0.0, -0.1], [0.0, 0.0, 0.0], [0.3, 0.1, 0.2], [-0.2, -0.1, 0.2], [-0.1, 0.0, 0.0], [0.0, -0.1, 0.1], [0.0, 0.0, 0.2], [-0.2, -0.1, -0.2], [0.0, -0.1, -0.2], [0.2, 0.0, -0.1], [-0.1, 0.3, -0.1], [0.0, 0.2, 0.1], [0.0, 0.0, 0.0], [-0.1, -0.2, -0.1], [-0.1, -0.1, 0.0], [-0.1, -0.1, 0.0], [0.0, 0.0, 0.0], [-0.1, 0.2, 0.2], [-0.1, -0.2, 0.1], [0.2, 0.0, 0.1], [0.1, 0.2, -0.1], [0.5, -0.1, 0.1], [0.0, 0.0, 0.1], [0.0, 0.1, 0.2], [0.0, 0.0, 0.0], [-0.1, -0.3, -0.2], [0.0, -0.1, -0.2], [-0.8, -0.2, 0.5], [0.1, -0.1, -0.2], [0.0, 0.0, 0.0], [0.1, 0.0, -0.2], [-0.1, -0.1, 0.0], [0.0, 0.0, -0.1], [-0.1, -0.1, 0.1], [0.0, 0.0, 0.0], [0.0, 0.0, 0.0], [-0.1, 0.1, 0.1], [0.0, 0.0, 0.0], [0.0, -0.1, 0.0], [0.0, 0.0, 0.1], [0.0, 0.0, -0.1], [0.0, 0.0, 0.0], [0.0, -0.1, 0.0], [-0.1, -0.1, -0.1], [0.0, -0.2, -0.3], [-0.1, 0.2, 0.3], [0.1, 0.3, -0.3], [0.0, -0.2, 0.1], [0.2, 0.0, 0.3], [0.0, -0.2, -0.2], [0.0, -0.1, 0.0], [0.0, 0.3, 0.6], [-0.1, -0.1, 0.0], [-0.2, -0.1, 0.1], [0.0, 0.0, 0.0], [0.2, 0.1, 0.1], [0.1, -0.1, 0.0], [-0.2, -0.3, 0.3], [0.0, 0.0, 0.1], [-0.1, 0.1, 0.1], [-0.4, 0.1, -0.1], [-0.2, 0.3, -0.2], [0.0, 0.0, 0.0], [0.0, 0.0, 0.2], [0.0, 0.2, -0.1], [0.2, 0.0, 0.1], [1.2, 0.3, -1.1], [0.2, 0.1, 0.1], [0.0, 0.0, -0.1], [0.0, 0.1, 0.0], [0.1, 0.0, -0.1], [0.0, 0.0, 0.0], [0.3, 0.1, 0.0], [0.1, 0.5, 0.0], [0.1, -0.2, 0.1], [0.1, -0.7, 0.2], [0.0, 0.0, 0.0], [-0.4, 0.1, 0.0], [0.0, 0.0, 0.2], [0.0, 0.0, 0.0], [0.6, 0.4, -0.4], [-0.1, 0.0, 0.1], [0.0, 0.1, -0.3], [0.0, 0.2, 0.0], [-0.1, 0.2, -0.1], [0.0, 0.0, 0.0], [0.0, -0.1, 0.2], [0.0, 0.1, -0.2], [-0.2, 0.1, 0.0], [0.0, 0.0, 0.0], [-0.1, 0.0, 0.1], [0.1, 0.0, -0.2], [0.0, 0.0, -0.1], [0.0, 0.2, 0.0], [0.1, 0.1, -0.1], [-0.3, 0.0, 0.1], [0.0, 0.0, 0.0], [-0.4, -0.7, -0.1], [0.2, -0.2, 0.0]],
  "mulliken_charge": [0.702, -0.428, 0.219, 0.363, 0.149, 0.341, 0.073, 0.326, 0.153, -0.585, 0.321, 0.645, -0.791, -0.834, 0.006, -0.349, -0.578, 0.028, 0.178, 0.105, 0.700, 0.191, -0.634, 0.156, 0.325, -0.363, -0.335, -0.212, -0.542, -0.419, 0.139, 0.168, -0.202, 0.152, -1.181, 0.446, 0.228, 0.512, 0.544, 0.246, -0.295, 0.238, 0.163, -0.075, 0.147, -0.689, 0.148, 0.216, 0.199, 0.180, 0.108, 0.128, 0.366, 0.675, 0.198, 0.134, 0.548, -0.636, -0.845, -0.258, -0.275, 0.135, 0.325, -0.396, 0.436, -0.573, 0.277, 0.577, 0.118, 0.227, -0.401, -0.897, 0.705, 0.260, -0.625, 0.157, 0.136, -0.408, 0.156, 0.590, 0.299, 0.092, -1.560, 0.211, -0.407, -0.133, 0.158, -0.429, -0.447, 0.221, -0.361, 0.349, 0.129, 0.462, 0.342, 0.058, 0.137, -0.397, 0.035, -0.399, -0.020, -0.688, -0.536, 0.217, 0.132, 0.396],
  "e_tot_ha": -7899.854361,
  "e_homo_ha": -0.1488,
  "lumo_ev": 1.777,
  "total_charge": -1,
  "max_force_ev_per_a": 1.6
}